Computed, not measured: 2 unconnected molecules or ions with the total composition C5H14NO in a non-equilibrium geometry, with ωB97M-V with the def2-TZVPD basis set.

XYZ file:
```
21
Properties=species:S:1:pos:R:3:forces:R:3
C 0.740700 -1.281862 -1.020594 -0.4 0.6 0.3
C -0.425860 -0.441093 -1.598761 0.6 0.8 0.7
C -0.953487 0.523568 -0.544220 -0.4 0.5 -0.6
C -0.772545 1.846461 -0.671649 -0.2 -0.2 0.5
C -1.857261 -0.089353 0.490117 1.2 -1.4 0.3
N 1.633936 -0.384618 -0.165352 0.3 -1.4 -0.7
H 1.265476 -1.731992 -1.856028 0.4 -0.3 0.4
H 0.399150 -1.976322 -0.259846 -0.2 -0.6 -0.5
H -0.028774 0.169430 -2.414742 -0.2 -0.3 -0.2
H -1.172939 -1.143250 -1.946714 -0.2 -0.1 -0.2
H -0.585155 2.305225 -1.638006 0.8 -0.1 0.2
H -0.935475 2.534852 0.167968 -0.4 -0.3 -0.5
H -2.868102 0.060695 0.126051 -0.2 0.0 0.4
H -1.696356 0.223488 1.516984 -0.4 0.7 0.0
H -1.657778 -1.181738 0.543236 -0.4 0.4 -0.2
H 0.983015 -0.105382 0.572513 0.6 1.5 0.0
H 2.112462 0.303710 -0.744982 -0.6 0.8 0.5
H 2.391613 -0.866877 0.324467 -0.2 -0.4 -0.2
H 1.736142 0.603304 3.512831 0.2 0.1 0.2
H 0.434563 0.090811 2.922541 0.1 0.2 0.2
O 1.256676 0.540940 2.684185 -0.4 -0.4 -0.4
```
Positions in Å, forces in eV/Å.

The value obtained for the HOMO-LUMO gap is 9.96 eV. As for the spin multiplicity: 1. Its largest force on an atom is 1.88 eV/A. The LUMO energy is -3.26 eV. As for the charge: +1. As for the relative energy (zero: lowest compared OMol25 entry of this formula, charge and spin): 36.9 kcal/mol. The total energy comes out at -328.62748 a.u. As for the highest occupied orbital energy: -13.215 eV.



Computed, not measured: 2 unconnected molecules or ions with the total composition C5H14NO in a non-equilibrium geometry, with ωB97M-V with the def2-TZVPD basis set.

XYZ file:
```
21
Properties=species:S:1:pos:R:3:forces:R:3
C 1.843830 0.400536 0.503963 0.0 1.5 -0.4
C 0.984572 -0.258617 1.563953 0.4 -1.8 -0.4
C -0.052931 -1.271341 0.997264 -0.6 0.6 0.4
C -1.032732 -0.648976 0.057049 -1.6 0.7 -2.3
C -1.655694 -1.198638 -0.981509 0.8 -0.5 0.7
N -1.240956 0.870408 0.125490 -1.2 -1.1 1.8
H 2.899072 0.526097 0.765124 -0.2 -0.4 0.2
H 1.814538 -0.121824 -0.453573 0.0 -0.2 0.0
H 1.554892 1.458279 0.338671 -0.1 -0.3 -0.2
H 1.685261 -0.816484 2.188094 -0.4 -0.1 0.3
H 0.420061 0.397510 2.211796 0.2 0.5 0.2
H -0.604867 -1.681571 1.854396 0.2 -0.1 -0.2
H 0.291232 -2.095980 0.370807 0.7 -0.1 0.6
H -2.249568 -0.663337 -1.698468 -0.2 0.2 0.0
H -1.495221 -2.252764 -1.173343 -0.1 0.0 0.0
H -2.035350 1.327044 -0.333389 0.5 -0.7 -1.4
H -1.614435 1.034430 1.070341 1.5 0.4 0.4
H -0.336405 1.245999 -0.138940 -0.2 1.0 0.5
H 0.114179 1.842401 -2.984245 0.8 1.0 -0.1
H 0.661505 0.873899 -1.777720 0.5 0.8 -0.9
O 0.049025 1.032923 -2.505755 -1.2 -1.7 0.8
```
Positions in Å, forces in eV/Å.

The value obtained for the HOMO-LUMO gap is 11.07 eV. As for the spin multiplicity: 1. Its largest force on an atom is 2.85 eV/A. The LUMO energy is -3.43 eV. As for the charge: +1. As for the relative energy (zero: lowest compared OMol25 entry of this formula, charge and spin): 51.7 kcal/mol. The total energy comes out at -328.60385 a.u. As for the highest occupied orbital energy: -14.494 eV.



Computed, not measured: 2 unconnected molecules or ions with the total composition C5H14NO in a non-equilibrium geometry, with ωB97M-V with the def2-TZVPD basis set.

XYZ file:
```
21
Properties=species:S:1:pos:R:3:forces:R:3
C -1.831670 0.972011 -0.250039 0.1 0.4 0.3
C -0.358663 0.672625 -0.394793 -0.1 -1.3 -0.4
N -0.002027 -0.535714 0.448408 1.0 0.2 0.3
C 1.288457 -1.130737 -0.118989 -0.7 0.5 -0.3
C 1.404382 -0.512607 -1.520619 0.5 0.5 -0.5
C 0.093887 0.230947 -1.786126 -0.6 0.0 -0.4
H -2.100904 1.124942 0.796727 0.0 0.1 -0.1
H -2.439491 0.152211 -0.633438 0.1 -0.1 -0.1
H -2.095800 1.865736 -0.811714 0.0 0.0 0.0
H 0.347841 1.424430 -0.045763 -0.4 0.4 0.1
H -0.730260 -1.239152 0.408425 -0.3 0.0 -0.1
H 0.114797 -0.271988 1.444599 -0.2 -0.1 0.0
H 2.139300 -0.844897 0.488386 -0.1 -0.2 0.4
H 1.115031 -2.200736 -0.122013 0.4 -0.1 0.0
H 2.194301 0.240860 -1.575407 0.2 -0.3 0.4
H 1.689147 -1.281095 -2.237097 -0.3 0.1 -0.2
H -0.617342 -0.396937 -2.335238 -0.3 -0.2 0.6
H 0.109332 1.126503 -2.413853 0.7 -0.1 0.0
H 0.032156 0.987329 3.545650 0.0 -0.1 0.1
H -0.283340 -0.481830 3.925130 0.0 0.0 0.1
O -0.069125 0.098100 3.187758 0.0 0.1 -0.2
```
Positions in Å, forces in eV/Å.

The value obtained for the HOMO-LUMO gap is 12.73 eV. As for the spin multiplicity: 1. Its largest force on an atom is 1.34 eV/A. The LUMO energy is -2.91 eV. As for the charge: +1. As for the relative energy (zero: lowest compared OMol25 entry of this formula, charge and spin): 1.0 kcal/mol. The total energy comes out at -328.68457 a.u. As for the highest occupied orbital energy: -15.648 eV.



Computed, not measured: 2 unconnected molecules or ions with the total composition C5H14NO in a non-equilibrium geometry, with ωB97M-V with the def2-TZVPD basis set.

XYZ file:
```
21
Properties=species:S:1:pos:R:3:forces:R:3
C 0.238350 -0.737449 1.336188 0.5 -0.8 3.3
C -0.151213 -0.904277 -0.111322 -2.8 0.1 1.0
C -0.780557 0.328249 -0.630536 4.1 1.2 -3.7
C -2.094454 0.556200 -0.589067 -4.4 3.4 -0.1
C -2.863765 1.658919 -1.313744 1.2 -1.7 -0.4
N 1.509917 -0.022889 1.483182 2.5 0.2 1.7
H 0.363514 -1.701672 1.935988 -0.5 1.0 -1.3
H -0.367615 -0.044330 1.988475 -0.5 -1.2 -1.0
H -0.942467 -1.705306 -0.074899 0.8 0.5 -0.4
H 0.618321 -1.114929 -0.779001 1.7 -1.0 -0.7
H -0.183169 1.055506 -1.402045 -1.0 -1.7 2.2
H -2.628381 0.063429 0.180732 -0.8 -0.8 0.7
H -2.416557 1.913343 -2.268463 0.3 0.0 -0.2
H -2.850057 2.596097 -0.764544 0.3 0.3 0.8
H -3.916436 1.481590 -1.467462 -0.4 -0.5 0.2
H 1.300030 0.936583 1.314266 0.7 1.2 -0.9
H 2.367106 -0.389815 1.031768 -0.3 0.0 -1.4
H 1.909687 0.040075 2.449736 -1.1 -0.4 -0.1
H 3.819885 -0.736539 -1.211319 0.6 0.8 -0.8
H 3.650194 -2.104613 -0.632624 -0.1 0.5 0.4
O 3.417666 -1.168175 -0.475309 -0.6 -1.2 0.7
```
Positions in Å, forces in eV/Å.

The value obtained for the HOMO-LUMO gap (spin up / spin down) is 10.70 / 6.68 eV. As for the spin multiplicity: 2. Its largest force on an atom is 5.67 eV/A. The LUMO energy (spin up / spin down) is -8.42 / -12.44 eV. As for the charge: +2. As for the relative energy (zero: lowest compared OMol25 entry of this formula, charge and spin): 25.8 kcal/mol. The total energy comes out at -328.14636 a.u. As for the expectation value of S²: 0.75. As for the highest occupied orbital energy (spin up / spin down): -19.127 / -19.127 eV.



Computed, not measured: 2 unconnected molecules or ions with the total composition C5H14NO in a non-equilibrium geometry, with ωB97M-V with the def2-TZVPD basis set.

XYZ file:
```
21
Properties=species:S:1:pos:R:3:forces:R:3
C -1.601859 -1.623927 1.599942 0.6 0.1 -1.2
C -0.315129 -2.206222 1.052284 0.9 0.7 3.9
C 0.677889 -0.981665 0.534470 2.0 2.6 0.2
C 0.487957 0.289033 -0.465004 -0.9 -3.0 0.4
C -0.765435 -0.776302 -2.327375 1.7 1.0 2.3
N 0.337980 -0.255483 -1.829300 -1.4 0.0 -2.3
H -2.275901 -2.449661 1.980479 0.5 0.0 -0.4
H -1.429563 -1.062705 2.471390 -0.1 1.0 1.4
H -2.066461 -1.008345 0.829589 -0.4 -0.1 0.3
H 0.271406 -2.782273 1.897696 -1.1 1.0 -2.0
H -0.512953 -2.773308 0.228457 0.1 -1.9 -2.5
H 1.095478 -0.451956 1.447175 -1.0 -0.8 -0.4
H 1.551717 -1.538106 0.099422 -0.9 -0.2 0.1
H -0.355433 0.910257 -0.253862 -0.8 0.3 0.4
H 1.346659 0.920016 -0.433105 0.8 0.2 0.1
H -0.689512 -1.401021 -3.224708 -0.5 0.7 -0.1
H -1.647885 -0.599678 -1.666740 0.4 -0.8 -0.9
H 1.086150 -0.060303 -2.523664 0.0 -0.8 0.8
H 1.807572 4.660763 1.442358 -0.5 -0.8 -0.8
H 0.570499 5.313540 1.081312 -1.3 1.0 -0.2
O 0.997729 4.488207 0.882924 1.8 -0.3 1.0
```
Positions in Å, forces in eV/Å.

The value obtained for the HOMO-LUMO gap (spin up / spin down) is 11.03 / 2.33 eV. As for the spin multiplicity: 2. Its largest force on an atom is 4.04 eV/A. The LUMO energy (spin up / spin down) is -9.05 / -14.68 eV. As for the charge: +2. As for the relative energy (zero: lowest compared OMol25 entry of this formula, charge and spin): 94.1 kcal/mol. The total energy comes out at -328.03760 a.u. As for the expectation value of S²: 0.75. As for the highest occupied orbital energy (spin up / spin down): -20.076 / -17.014 eV.



Computed, not measured: a molecular structure, C5H14NO in a non-equilibrium geometry, with ωB97M-V with the def2-TZVPD basis set.

XYZ file:
```
21
Properties=species:S:1:pos:R:3:forces:R:3
C 0.437990 2.454609 -0.387230 0.7 -0.5 -0.8
C 0.296762 0.941391 -0.601552 -2.2 1.6 0.7
C -0.466246 0.406418 0.681121 0.1 -0.2 -0.4
C -0.905364 -1.067010 0.875418 2.5 1.7 0.2
C 0.244782 -1.961255 1.236262 -0.1 1.8 4.2
O 1.609295 -1.415095 0.609430 -3.3 -1.3 0.7
N -0.470150 0.715787 -1.816990 2.8 -1.5 0.2
H -0.536971 2.933858 -0.463326 0.0 0.0 0.4
H 1.046659 2.869252 -1.192790 0.2 0.1 0.2
H 0.930399 2.626879 0.562766 -0.1 0.3 0.1
H 1.252021 0.407773 -0.798486 0.0 -0.1 0.1
H -1.282911 1.116873 0.800781 -0.3 -0.3 0.0
H 0.239786 0.600880 1.503231 0.0 -0.1 0.0
H -1.211264 -1.374305 -0.276478 0.6 -1.4 -1.2
H -1.779319 -1.107946 1.530731 -0.4 -0.7 -0.5
H 0.502528 -1.813717 2.292665 -0.4 0.1 0.2
H -0.053656 -3.012559 1.166549 0.9 -0.2 -0.6
H 0.995020 -1.966564 0.085626 2.0 -1.2 -3.7
H -0.243275 -2.280195 -1.112198 -1.3 1.3 0.9
H -0.447569 -0.281309 -2.035729 -1.2 0.0 -0.3
H -0.158515 1.206235 -2.659803 -0.6 0.8 -0.1
```
Positions in Å, forces in eV/Å.

The value obtained for the HOMO-LUMO gap (spin up / spin down) is 6.28 / 6.36 eV. As for the spin multiplicity: 2. Its largest force on an atom is 4.59 eV/A. The LUMO energy (spin up / spin down) is -14.26 / -14.23 eV. As for the charge: +2. As for the relative energy (zero: lowest compared OMol25 entry of this formula, charge and spin): 234.4 kcal/mol. The total energy comes out at -327.81401 a.u. As for the expectation value of S²: 0.75. As for the highest occupied orbital energy (spin up / spin down): -20.546 / -20.589 eV.



The highest relative energy (zero: lowest compared OMol25 entry of this formula, charge and spin) belongs to which entry? number 6